No. 1
The following is a quantum chemistry calculation of a gas-phase ion, C2F2NO3S (charge -1) at a distorted geometry, from the OMol25 dataset.

The geometry in XYZ format:
```
9
Properties=species:S:1:pos:R:3:forces:R:3
C -1.337 0.595 -0.239 0.086 1.441 -0.726
C -0.229 -0.374 0.277 0.898 -1.423 0.595
N 1.454 -0.143 -0.127 -2.143 -1.437 1.454
O -1.055 1.668 -0.728 0.384 -0.461 0.222
O 2.068 0.596 0.602 1.181 3.169 2.830
O 1.810 -0.638 -1.167 0.165 -1.635 -4.104
F -0.386 -1.637 -0.156 0.122 0.433 0.050
F -0.164 -0.422 1.621 -0.068 0.264 -0.547
S -2.818 -0.120 0.061 -0.625 -0.351 0.226
```
Positions in Å, forces in eV/Å.

- gap between HOMO and LUMO (alpha / beta) (eV) = 5.8020 / 4.9219
- total charge = -1
- spin multiplicity = 3
- ⟨S²⟩ = 2.02
- highest occupied orbital energy (alpha / beta) (eV) = -2.41 / -4.75
- LUMO (alpha / beta) (Eh) = 0.1246 / 0.0062

These are the Mulliken partial charges, in e, on atoms 1 to 8: number 1, C, carries 0.334; number 2, C, carries 0.558; number 3, N, carries 0.715; number 4, O, carries -0.534; number 5, O, carries -0.628; number 6, O, carries -0.633; number 7, F, carries -0.230; number 8, F, carries -0.219

---

No. 2
The following is a quantum chemistry calculation of 2 unconnected molecules or ions with the total composition C2F2O at a distorted geometry, from the OMol25 dataset.

The geometry in XYZ format:
```
5
Properties=species:S:1:pos:R:3:forces:R:3
C -0.132 0.707 -0.287 6.216 0.038 -1.008
C -1.042 -0.063 -0.102 -2.283 -0.445 0.616
O 1.866 0.348 -0.528 -4.606 1.415 -0.137
F -2.246 -0.362 0.198 0.339 -0.384 -0.173
F 2.117 -0.505 0.486 0.334 -0.623 0.701
```
Positions in Å, forces in eV/Å.

- gap between HOMO and LUMO (alpha / beta) (eV) = 8.4075 / 8.5186
- total charge = 0
- highest occupied orbital energy (alpha / beta) (eV) = -11.35 / -11.36
- LUMO (alpha / beta) (Eh) = -0.1082 / -0.1045

Let us look at the Mulliken charges, expressed in e, one per atom: number 1, C, carries 0.011; number 2, C, carries 0.300; number 3, O, carries -0.116; number 4, F, carries -0.157; number 5, F, carries -0.038

---

No. 3
The following is a quantum chemistry calculation of C2F2O in the gas phase at a distorted geometry, from the OMol25 dataset.

The geometry in XYZ format:
```
5
Properties=species:S:1:pos:R:3:forces:R:3
C -0.987 -0.033 0.329 -0.119 0.227 -0.797
C 0.582 0.030 -0.296 -2.077 0.488 -0.853
O -2.047 -0.064 -0.129 1.122 0.009 0.561
F 1.213 -1.055 0.040 0.886 -0.056 0.596
F 1.238 1.122 0.055 0.188 -0.668 0.494
```
Positions in Å, forces in eV/Å.

- structure (SMILES) = O=C=C(F)F
- gap between HOMO and LUMO (alpha / beta) (eV) = 8.7675 / 8.7660
- total charge = 0
- highest occupied orbital energy (alpha / beta) (eV) = -9.30 / -9.30
- LUMO (alpha / beta) (Eh) = -0.0197 / -0.0197

Let us look at the Mulliken charges, expressed in e, one per atom: number 1, C, carries 0.219; number 2, C, carries 0.287; number 3, O, carries -0.224; number 4, F, carries -0.136; number 5, F, carries -0.147

---

Record-wise energy relative to the best compared isomer or geometry (same formula, charge and spin) values, in eV: 0.414, 8.125, 0.390